{"formula": "C42H47N2O5S4SeSiZr", "method": "ωB97M-V/def2-TZVPD", "homo_lumo_gap_ev": 6.957, "e_lumo_ev": -2.86, "charge": 1, "e_homo_ev": -9.815, "elements": ["Zr", "C", "C", "S", "C", "C", "S", "C", "C", "S", "C", "C", "S", "H", "H", "H", "H", "H", "H", "H", "H", "H", "H", "H", "H", "H", "H", "H", "H", "O", "C", "O", "C", "C", "C", "C", "C", "O", "C", "C", "O", "O", "H", "H", "H", "H", "H", "H", "H", "H", "C", "N", "C", "Se", "N", "C", "C", "C", "C", "C", "C", "H", "H", "H", "H", "H", "H", "H", "H", "C", "C", "C", "C", "C", "C", "Si", "C", "C", "C", "C", "C", "C", "C", "C", "C", "C", "C", "C", "H", "H", "H", "H", "H", "H", "H", "H", "H", "H", "H", "H", "H", "H", "H"], "positions_angstrom": [[11.67, 11.49, 10.74], [9.97, 7.99, 10.51], [10.93, 7.74, 11.63], [12.52, 8.46, 11.19], [13.70, 8.10, 12.51], [15.14, 7.82, 11.96], [15.60, 8.79, 10.48], [15.05, 7.67, 9.16], [14.74, 8.48, 7.97], [13.20, 9.46, 8.05], [11.89, 8.18, 7.87], [10.59, 8.98, 7.82], [9.96, 9.53, 9.47], [9.00, 8.00, 10.97], [9.88, 7.17, 9.84], [11.05, 6.67, 11.90], [10.54, 8.19, 12.51], [13.25, 7.25, 13.02], [13.73, 9.00, 13.18], [15.25, 6.81, 11.57], [15.81, 8.03, 12.74], [14.14, 7.12, 9.48], [15.78, 6.92, 8.84], [14.64, 7.80, 7.15], [15.58, 9.08, 7.66], [11.86, 7.52, 8.74], [12.08, 7.61, 6.96], [9.79, 8.24, 7.48], [10.64, 9.84, 7.20], [14.95, 13.67, 9.34], [14.43, 12.97, 10.13], [13.47, 12.11, 9.84], [14.80, 12.93, 11.58], [14.61, 11.53, 12.17], [15.12, 11.37, 13.63], [14.21, 12.24, 14.45], [13.22, 12.71, 13.41], [13.19, 11.56, 12.46], [13.75, 13.82, 12.44], [12.63, 14.32, 11.58], [12.74, 15.42, 11.06], [11.59, 13.45, 11.38], [15.79, 13.37, 11.63], [14.91, 10.81, 11.45], [16.15, 11.70, 13.83], [15.08, 10.32, 13.92], [14.62, 13.13, 14.92], [13.59, 11.73, 15.20], [12.22, 12.93, 13.76], [14.27, 14.66, 12.81], [12.83, 12.71, 6.34], [12.48, 13.86, 7.17], [11.61, 13.92, 8.16], [10.28, 12.59, 8.57], [11.67, 15.11, 8.75], [12.60, 15.91, 8.16], [13.09, 17.22, 8.37], [14.25, 17.56, 7.66], [14.85, 16.65, 6.74], [14.31, 15.42, 6.50], [13.14, 15.09, 7.12], [13.93, 12.77, 6.37], [12.52, 12.73, 5.27], [12.58, 11.82, 6.83], [11.15, 15.38, 9.59], [12.80, 17.85, 9.15], [14.75, 18.53, 7.79], [15.79, 16.92, 6.23], [14.85, 14.75, 5.82], [6.58, 7.56, 12.18], [7.43, 7.64, 13.24], [8.32, 8.67, 13.38], [8.27, 9.72, 12.43], [7.42, 9.61, 11.33], [6.55, 8.56, 11.22], [9.32, 11.37, 12.51], [8.03, 12.75, 12.65], [6.70, 12.54, 13.08], [5.84, 13.64, 13.36], [6.31, 14.92, 13.40], [7.54, 15.14, 12.82], [8.42, 14.10, 12.51], [10.05, 11.40, 14.26], [9.58, 12.31, 15.27], [10.21, 12.37, 16.49], [11.29, 11.49, 16.79], [11.71, 10.60, 15.80], [11.16, 10.58, 14.53], [5.94, 6.68, 12.14], [7.56, 6.76, 13.94], [9.00, 8.81, 14.22], [7.40, 10.36, 10.60], [5.79, 8.37, 10.43], [6.33, 11.51, 13.16], [4.77, 13.47, 13.50], [5.72, 15.73, 13.78], [7.94, 16.16, 12.68], [9.46, 14.32, 12.15], [8.79, 12.92, 15.00], [9.97, 13.11, 17.21], [11.78, 11.44, 17.73], [12.57, 9.84, 16.01], [11.61, 9.93, 13.73]], "mulliken_charge": [-1.29, -0.52, -0.44, -0.04, -0.01, -1.11, -0.06, -0.30, -1.57, 0.34, -0.73, -0.96, -0.12, -0.34, 0.98, 0.61, -0.14, 1.00, -0.78, 0.38, 0.59, 0.26, 0.51, 0.59, 0.43, 0.29, 0.67, 0.45, 0.41, -0.69, -0.65, 0.12, 0.36, 0.02, -0.73, -0.18, -0.75, 1.78, 0.36, -0.60, -0.66, 0.50, 0.62, -1.07, 0.47, 0.26, 0.40, -0.14, 0.48, 0.69, -0.58, 0.48, -0.63, -0.17, 0.35, 0.84, -1.16, -0.39, -0.69, -0.75, 0.75, 0.30, 0.30, -0.04, 0.36, 0.49, 0.39, 0.36, 0.38, -0.68, -0.61, -0.16, 0.68, -0.89, -0.83, 3.33, -0.17, -0.32, -0.75, -0.68, -0.54, -0.04, 0.21, -1.08, -0.95, -0.52, -0.60, 0.56, 0.36, 0.30, 0.44, 0.74, 0.39, 0.37, 0.37, 0.44, 0.39, -0.10, 0.61, 0.46, 0.51, 0.09, -0.59]}